DFT (wB97M-V/def2-TZVPD) results for 14 unconnected molecules or ions with the total composition C41H37Cl39N2O3.

Results
**Net charge**: 0
**Lowest unoccupied orbital energy**: -0.0426 Eh
**Gap between HOMO and LUMO**: 8.148 eV
**F_max**: 2.7 eV/Å
**Relative energy (zero: lowest compared OMol25 entry of this formula, charge and spin)**: 0.0 kJ/mol
**E**: -540611.5706 eV

Geometry (Å):
O (2.4896, -2.9997, 2.5252)
C (2.8761, -2.2466, 1.6637)
C (1.9606, -1.3004, 0.8863)
C (0.4739, -1.3292, 1.3742)
C (-0.1422, -0.0632, 0.7834)
C (-0.9767, -0.0820, -0.2699)
C (-1.4737, -1.2913, -0.9944)
C (-0.6085, -2.2763, -1.5350)
C (-1.2694, -3.3059, -2.2096)
C (-2.6520, -3.3859, -2.3700)
N (-3.4549, -2.4633, -1.8400)
C (-2.8379, -1.4803, -1.2025)
C (-1.4411, 1.2948, -0.7542)
O (-2.5594, 1.5067, -1.1726)
C (-0.3619, 2.3718, -0.6932)
C (-0.1534, 3.3992, -1.7938)
C (-0.2258, 2.7924, -3.2297)
C (1.1372, 2.5306, -3.8727)
C (2.2741, 3.3237, -3.7202)
C (3.4706, 3.0343, -4.3744)
C (3.5708, 1.9172, -5.2105)
C (2.4390, 1.1212, -5.3663)
C (1.2425, 1.4093, -4.7128)
C (0.4464, 2.3935, 0.3708)
C (0.2070, 1.2983, 1.3958)
O (0.2778, 1.4759, 2.5938)
N (4.2889, -2.1776, 1.3444)
C (4.5361, -1.3661, 0.1628)
C (4.8830, -0.0241, 0.2229)
C (5.0641, 0.7233, -0.9407)
C (4.8742, 0.1210, -2.1804)
C (4.5480, -1.2336, -2.2807)
C (4.3810, -1.9474, -1.0983)
H (1.9230, -1.5054, -0.1894)
H (2.2996, -0.2635, 1.0511)
H (-0.0565, -2.2141, 1.0062)
H (0.3895, -1.3046, 2.4700)
H (0.4733, -2.2211, -1.4475)
H (-0.6583, -4.0902, -2.6693)
H (-3.1052, -4.2048, -2.9331)
H (-3.4883, -0.7058, -0.7783)
H (-0.9390, 4.1624, -1.7030)
H (0.8422, 3.8292, -1.6526)
H (-0.8036, 1.8582, -3.2215)
H (-0.7546, 3.5232, -3.8647)
H (2.2528, 4.2052, -3.0755)
H (4.3467, 3.6565, -4.2455)
H (4.4936, 1.6628, -5.7339)
H (2.4727, 0.2445, -6.0187)
H (0.3950, 0.7538, -4.8496)
H (1.2352, 3.1339, 0.5166)
H (4.5942, -3.1147, 1.0851)
H (5.0103, 0.4784, 1.1875)
H (5.3211, 1.7829, -0.8870)
H (4.9685, 0.7046, -3.1328)
H (4.4032, -1.7398, -3.2347)
H (4.1067, -3.0080, -1.1534)
C (5.5406, -2.1236, 4.7484)
Cl (4.9115, -2.9624, 6.1678)
Cl (5.5907, -0.3796, 5.0263)
Cl (7.1444, -2.7333, 4.3228)
H (4.8734, -2.3151, 3.9152)
C (-4.4538, 1.2377, 1.6261)
Cl (-5.9062, 0.6736, 0.8011)
Cl (-4.8254, 2.5178, 2.7820)
Cl (-3.6418, -0.1009, 2.4494)
H (-3.7772, 1.6372, 0.8800)
C (-2.8748, 7.1614, -1.4343)
Cl (-4.3482, 7.6710, -2.2581)
Cl (-2.9415, 5.4422, -1.0412)
Cl (-1.4524, 7.5154, -2.4225)
H (-2.7924, 7.7182, -0.5091)
C (-3.8396, -1.6660, 6.1066)
Cl (-2.9531, -3.0494, 5.4539)
Cl (-5.3493, -1.4259, 5.2282)
Cl (-4.1478, -1.8818, 7.8313)
H (-3.2269, -0.7815, 5.9783)
C (4.7319, 5.9239, -7.0159)
Cl (6.1622, 6.2929, -6.0461)
Cl (5.1992, 5.2863, -8.5954)
Cl (3.6883, 4.7734, -6.1593)
H (4.1806, 6.8435, -7.1711)
C (-3.1555, -7.0554, 5.8152)
Cl (-4.6817, -7.9206, 5.6182)
Cl (-2.2400, -7.7128, 7.1752)
Cl (-2.2032, -7.1272, 4.3329)
H (-3.3800, -6.0161, 6.0258)
C (-8.1739, -6.8888, 4.5929)
Cl (-9.5490, -6.9091, 5.7001)
Cl (-8.6671, -7.4066, 2.9783)
Cl (-7.4411, -5.2857, 4.5372)
H (-7.4328, -7.5869, 4.9607)
C (8.2390, 1.8947, -3.9512)
Cl (6.8756, 0.9089, -3.3759)
Cl (7.8215, 2.7005, -5.4675)
Cl (8.7001, 3.0766, -2.7237)
H (9.0870, 1.2449, -4.1335)
C (-2.3281, 1.4277, -7.3536)
Cl (-0.9109, 1.7037, -6.3269)
Cl (-1.8401, 0.8010, -8.9306)
Cl (-3.4567, 0.3239, -6.5637)
H (-2.8312, 2.3749, -7.5061)
C (-1.7223, 1.9751, 4.9150)
Cl (-3.3457, 2.0575, 5.6072)
Cl (-0.7504, 3.3519, 5.4360)
Cl (-0.9383, 0.4546, 5.3588)
H (-1.8096, 2.0093, 3.8350)
C (-7.0805, -0.0740, -2.9822)
Cl (-6.6767, 1.3025, -4.0163)
Cl (-5.6403, -0.6955, -2.1807)
Cl (-8.3160, 0.3816, -1.7997)
H (-7.4864, -0.8591, -3.6078)
C (3.7751, 5.6572, 0.3001)
Cl (4.6915, 4.2540, -0.2511)
Cl (2.3489, 5.8710, -0.7141)
Cl (3.3148, 5.4747, 1.9927)
H (4.3993, 6.5377, 0.2089)
C (-3.8792, -8.5490, 10.6667)
Cl (-3.9248, -7.1426, 11.7327)
Cl (-3.0629, -9.9023, 11.4541)
Cl (-5.5097, -9.0078, 10.1698)
H (-3.3171, -8.2836, 9.7791)

DFT (wB97M-V/def2-TZVPD) results for a molecular structure, C21H47GeN9O3Si2Sr.

Results
**Net charge**: -1
**Lowest unoccupied orbital energy (spin up / spin down)**: 0.0893 / 0.0494 Eh
**Spin multiplicity**: 2
**Gap between HOMO and LUMO (spin up / spin down)**: 7.406 / 6.320 eV
**F_max**: 2.5 eV/Å
**Relative energy (zero: lowest compared OMol25 entry of this formula, charge and spin)**: 27.1 kJ/mol
**E**: -115206.8762 eV

Geometry (Å):
Sr (-0.6222, 0.7155, 0.5524)
C (2.7347, 1.1516, -0.2162)
C (2.1455, 1.8203, -1.4527)
C (2.7013, 3.2324, -1.5944)
C (2.4513, 1.0272, -2.7155)
O (0.7049, 1.8005, -1.3078)
Ge (-0.2493, 3.3179, -0.7803)
O (0.1327, 2.8663, 1.0167)
C (-0.1546, 3.7072, 2.1610)
C (1.1339, 3.7870, 2.9662)
C (-0.6054, 5.0950, 1.7304)
C (-1.2503, 3.0061, 2.9561)
O (-1.8373, 2.2532, -0.6585)
C (-2.6989, 1.8745, -1.7595)
C (-2.4004, 0.4210, -2.1271)
C (-4.1241, 2.0050, -1.2449)
C (-2.4602, 2.7860, -2.9539)
H (3.8251, 1.0969, -0.2653)
H (2.3686, 0.1262, -0.1159)
H (2.4545, 1.6918, 0.6893)
H (3.7744, 3.1683, -1.7900)
H (2.5672, 3.8226, -0.6858)
H (2.2316, 3.7661, -2.4220)
H (3.5289, 0.9272, -2.8671)
H (2.0222, 1.5262, -3.5866)
H (2.0221, 0.0272, -2.6549)
H (1.9064, 4.2955, 2.3848)
H (1.4883, 2.7863, 3.2162)
H (0.9755, 4.3447, 3.8928)
H (0.1523, 5.5868, 1.1191)
H (-0.7748, 5.7053, 2.6212)
H (-1.5376, 5.0653, 1.1629)
H (-0.9044, 2.0303, 3.3084)
H (-2.1456, 2.8757, 2.3421)
H (-1.5293, 3.5842, 3.8404)
H (-2.6864, -0.2608, -1.3197)
H (-1.3426, 0.3132, -2.3804)
H (-2.9783, 0.1165, -3.0032)
H (-4.2708, 1.3663, -0.3733)
H (-4.8368, 1.6957, -2.0142)
H (-4.3297, 3.0415, -0.9717)
H (-1.4526, 2.6676, -3.3583)
H (-2.6029, 3.8312, -2.6758)
H (-3.1701, 2.5390, -3.7476)
N (-1.4855, -1.5322, 3.7281)
C (-2.4593, -1.4383, 2.7467)
N (-3.6915, -1.8907, 2.9367)
N (-4.3289, -1.6007, 1.7826)
N (-3.5143, -1.0684, 0.9432)
N (-2.2892, -0.9228, 1.5305)
C (-0.2673, -0.8760, 3.7239)
N (0.4754, -0.7270, 4.8132)
N (1.5623, -0.0522, 4.3764)
N (1.4671, 0.1827, 3.1143)
N (0.2956, -0.3390, 2.6475)
H (-1.8090, -1.8394, 4.6279)
C (0.4349, -4.8988, -2.7565)
Si (0.0157, -3.1702, -2.1592)
C (-1.6133, -3.2611, -1.2467)
C (-0.1169, -2.0573, -3.6662)
C (1.3445, -2.5454, -1.0251)
Si (1.9667, -3.3543, 0.5380)
C (2.8082, -4.9741, 0.0886)
C (0.5177, -3.7243, 1.6596)
C (3.2304, -2.2648, 1.3632)
H (-0.3091, -5.2228, -3.4902)
H (0.4282, -5.6218, -1.9403)
H (1.4172, -4.9304, -3.2321)
H (-2.4449, -3.3338, -1.9540)
H (-1.8267, -2.4118, -0.5942)
H (-1.6442, -4.1470, -0.6074)
H (-1.1070, -2.1409, -4.1208)
H (0.6229, -2.3504, -4.4158)
H (0.0520, -1.0060, -3.4311)
H (1.7872, -1.5841, -1.2846)
H (2.1146, -5.6906, -0.3520)
H (3.2284, -5.4288, 0.9901)
H (3.6250, -4.8155, -0.6189)
H (0.0424, -4.6733, 1.3964)
H (-0.2528, -2.9518, 1.6262)
H (0.8481, -3.7876, 2.6998)
H (4.0642, -2.0603, 0.6858)
H (3.6284, -2.7765, 2.2447)
H (2.8260, -1.3155, 1.7143)